(1)
DFT (ωB97M-V/def2-TZVPD) results for an isolated ion of composition C5H10NO2 and charge +1 in a non-equilibrium geometry.

Structure (XYZ):
```
18
Properties=species:S:1:pos:R:3:forces:R:3
C -0.475 -0.211 -1.737 0.1 3.0 3.4
C -0.594 -0.717 1.395 1.8 -0.1 0.2
C 0.506 -0.411 0.700 -0.5 0.3 -2.2
C 0.068 1.971 -0.479 3.7 -3.6 4.6
C 0.418 0.460 -0.736 -2.2 0.0 1.0
N 1.724 -0.975 0.848 0.4 -1.5 0.3
O -0.520 -1.332 2.584 -1.0 -0.8 0.1
O -1.580 0.353 -2.051 -0.1 0.2 0.5
H -0.372 -1.152 -2.104 1.0 -2.9 -0.9
H -1.543 -0.480 1.075 -2.0 0.7 -0.9
H -0.925 2.065 -0.347 -3.4 0.5 0.4
H 0.599 2.249 0.559 -1.1 -0.3 -2.6
H 0.431 2.455 -1.269 1.3 2.7 -2.9
H 1.395 0.208 -1.008 1.6 0.4 -0.8
H 1.866 -1.867 1.262 -1.1 -1.0 0.4
H 2.614 -0.589 0.983 0.8 2.1 -0.3
H -1.407 -1.733 2.723 0.9 0.3 0.4
H -2.206 -0.294 -2.398 -0.3 0.0 -0.7
```
Forces are in eV/Å.

E_tot (Eh): -401.37899
Frontier orbital gap (spin up / spin down) (eV): 6.8 / 6.8
Total charge: +1
Spin multiplicity: 1

(2)
DFT (ωB97M-V/def2-TZVPD) results for an isolated ion of composition C5H10NO2 and charge +2 in a non-equilibrium geometry.

Structure (XYZ):
```
18
Properties=species:S:1:pos:R:3:forces:R:3
O 3.398 -0.085 -0.404 -2.5 0.4 2.5
C 2.435 -0.214 0.337 1.9 -1.5 -1.9
C 1.175 0.711 0.325 0.1 -1.2 -3.3
C 0.093 -0.314 -0.367 1.5 1.4 -2.4
C -0.876 -0.948 0.494 -3.2 1.5 -2.7
C -2.283 -0.380 0.539 -1.3 3.4 1.9
O -3.146 -0.703 -0.571 3.3 -4.2 -0.5
N 1.531 1.654 -0.751 -0.8 2.9 4.1
H 2.109 -1.179 0.762 0.9 0.0 0.6
H 0.849 1.092 1.293 0.2 0.8 0.0
H -0.347 0.306 -1.303 0.0 -1.3 2.5
H 0.784 -1.028 -0.886 -0.8 0.0 0.6
H -0.839 -1.951 0.780 1.0 -1.7 1.1
H -2.237 0.748 0.593 0.4 -0.8 -0.8
H -2.886 -0.471 1.456 0.7 -1.3 0.1
H -2.893 -1.729 -0.765 -1.7 3.2 0.2
H 2.365 2.230 -0.400 -0.5 -0.9 -1.5
H 0.768 2.261 -1.132 0.7 -0.7 -0.6
```
Forces are in eV/Å.

⟨S²⟩: 0.75
E_tot (Eh): -400.77425
Frontier orbital gap (spin up / spin down) (eV): 6.7 / 5.7
Total charge: +2
Spin multiplicity: 2

(3)
DFT (ωB97M-V/def2-TZVPD) results for C5H10NO2P as an isolated structure in a non-equilibrium geometry.

Structure (XYZ):
```
19
Properties=species:S:1:pos:R:3:forces:R:3
C 2.746 0.339 0.119 -2.2 -1.1 0.1
C -1.685 -0.447 -0.458 -0.3 -0.8 0.1
C -0.027 1.458 -0.444 1.8 -2.8 0.2
C -0.870 -1.551 0.226 0.4 0.6 -4.8
C 1.166 0.311 0.509 -0.2 2.1 -3.7
N -1.390 0.997 0.028 0.6 -1.9 -2.2
O 3.090 -0.870 -0.004 0.4 0.1 0.0
O 3.308 1.373 0.014 1.8 2.5 -0.2
P 1.012 -1.351 -0.183 -1.4 -0.7 0.4
H -1.392 -0.430 -1.510 0.0 0.2 -0.1
H -2.769 -0.731 -0.444 0.7 1.1 0.4
H -0.075 2.504 -0.156 1.0 0.1 -0.3
H -0.045 1.259 -1.602 0.6 0.6 2.4
H -1.058 -1.598 1.216 -0.9 -0.5 3.3
H -1.187 -2.446 -0.384 0.2 0.5 1.2
H 1.222 0.520 1.548 -0.9 0.3 1.0
H -2.013 1.586 -0.532 -0.5 0.2 1.4
H -1.277 1.052 1.028 -1.2 0.3 0.5
H 1.244 -1.977 1.029 0.4 -0.7 0.2
```
Forces are in eV/Å.

E_tot (Eh): -742.95246
Frontier orbital gap (eV): 7.4
Total charge: 0
Spin multiplicity: 1

(4)
DFT (ωB97M-V/def2-TZVPD) results for C5H10NO2Se as an isolated structure in a non-equilibrium geometry.

Structure (XYZ):
```
19
Properties=species:S:1:pos:R:3:forces:R:3
C -0.679 -2.376 -0.306 -2.2 0.3 -0.4
C -1.186 -0.106 -1.707 0.5 -2.8 2.7
C -1.040 -0.982 -0.006 -0.1 1.9 -4.1
C 0.761 0.720 -0.154 2.4 2.5 0.2
C 1.539 1.573 1.042 -3.2 -1.2 -2.6
N 0.141 -0.379 0.548 -0.7 0.8 1.0
O 0.426 -2.735 -0.019 0.6 -1.3 -0.4
O 0.435 1.931 1.876 1.6 -0.8 0.9
Se -0.644 1.650 -1.189 1.0 -0.7 0.0
H -1.509 -2.895 -0.868 1.1 -0.4 0.5
H -0.591 -0.864 -2.270 -0.2 1.5 -0.3
H -2.239 -0.149 -1.918 -0.3 0.0 -0.3
H -1.995 -0.609 0.279 -0.4 -0.4 1.2
H 1.561 0.357 -0.776 -0.1 -0.3 -0.7
H 2.016 2.390 0.560 0.5 0.9 -0.1
H 2.289 0.883 1.423 -0.3 0.2 0.9
H -0.082 0.082 1.420 -0.2 -0.2 1.2
H 0.823 -1.141 0.616 0.1 -0.5 0.5
H -0.025 2.649 1.452 -0.3 0.5 -0.1
```
Forces are in eV/Å.

E_tot (Eh): -2802.83297
Frontier orbital gap (eV): 9.3
Total charge: +1
Spin multiplicity: 1

(5)
DFT (ωB97M-V/def2-TZVPD) results for a 2-piece molecular cluster, C5H10NO3 overall in a non-equilibrium geometry.

Structure (XYZ):
```
19
Properties=species:S:1:pos:R:3:forces:R:3
C 3.446 0.703 0.158 -0.7 1.5 -0.4
C -1.681 0.865 -0.340 1.9 1.0 -1.4
C -0.488 -0.030 -0.305 2.6 1.0 -2.8
C -2.494 1.386 0.800 2.0 2.6 -0.7
C 2.759 -1.600 -0.460 -2.0 2.6 -2.5
N -1.771 -0.607 -0.711 -2.6 -0.9 0.6
O 3.354 1.838 0.090 0.3 -1.3 0.2
O 0.149 -0.616 0.771 -1.2 0.4 0.2
O 3.565 -0.482 0.232 0.4 0.9 0.7
H -1.570 1.584 -1.279 -0.8 -1.7 2.1
H -3.473 1.152 0.648 -3.2 0.2 -0.8
H -2.311 2.565 0.859 -0.5 -2.8 0.2
H -2.343 0.854 1.699 1.0 -0.2 1.5
H 2.614 -1.190 -1.529 1.3 -1.4 1.2
H 1.703 -1.446 -0.162 0.7 -0.9 1.1
H 3.444 -2.344 -0.159 -0.2 -1.5 -0.4
H -2.365 -1.196 -0.034 0.9 1.1 -1.1
H -1.979 -0.828 -1.683 0.2 -0.2 0.3
H -0.557 -0.607 1.406 -0.1 -0.5 2.1
```
Forces are in eV/Å.

E_tot (Eh): -476.50127
Frontier orbital gap (eV): 6.2
Total charge: +1
Spin multiplicity: 1

(6)
DFT (ωB97M-V/def2-TZVPD) results for C5H10NO5PS in the gas phase in a non-equilibrium geometry.

Structure (XYZ):
```
23
Properties=species:S:1:pos:R:3:forces:R:3
O -1.729 0.771 -3.896 -0.2 -0.4 -0.1
N -0.861 0.091 -3.553 0.3 0.3 0.3
O -1.026 -0.282 -2.157 -0.2 0.5 -0.1
C 0.213 -0.095 -1.486 -0.1 -0.5 -0.1
C 0.011 -0.070 0.037 0.1 0.4 0.2
P -0.698 1.518 0.576 -0.6 0.3 -0.3
O -0.928 1.268 2.148 0.4 0.4 -0.1
O 0.506 2.595 0.555 0.3 -0.4 0.0
S -2.269 2.147 -0.325 0.1 -0.1 0.0
C 1.396 -0.364 0.673 -0.2 -0.6 0.3
C 1.156 -1.765 1.270 -0.3 0.3 0.9
O 0.048 -2.331 0.594 0.2 0.0 -0.3
C -0.867 -1.249 0.506 0.1 -0.3 -0.5
H 0.685 0.841 -1.807 0.0 0.0 -0.1
H 0.877 -0.927 -1.736 0.1 0.0 0.1
H -1.390 2.051 2.495 0.0 -0.3 0.1
H 1.136 2.441 -0.162 -0.1 0.2 0.1
H 2.176 -0.363 -0.088 0.1 0.1 0.0
H 1.667 0.297 1.493 0.0 0.2 -0.2
H 0.846 -1.600 2.313 0.1 -0.1 0.0
H 2.013 -2.432 1.319 -0.1 -0.1 -0.5
H -1.624 -1.457 -0.245 -0.1 -0.2 0.1
H -1.338 -1.085 1.477 0.0 0.2 0.0
```
Forces are in eV/Å.

SMILES string: O=NOC[C@]1(P(O)(O)=S)CCOC1
E_tot (Eh): -1366.98338
Frontier orbital gap (eV): 8.9
Total charge: 0
Spin multiplicity: 1

Question: Number 5 is which compound?
Answer: C5H10NO3

Question: What is the formula in the second record?
Answer: C5H10NO2

Question: Number 3 is which compound?
Answer: C5H10NO2P